1.
Entry from the Open Molecules 2025 dataset: a structure of composition C41H28BrIrN8O4S (wB97M-V/def2-TZVPD).

The geometry in ORCA input format:
```
! wB97M-V def2-TZVPD RIJCOSX def2/J DEFGRID3
* xyz 2 5
Ir -0.25414 -0.75474 1.18372
S -0.51181 -7.03734 5.45093
N 0.11814 -6.81004 3.98953
C -0.01618 -5.52280 3.72452
C 0.42483 -4.85922 2.51144
C 1.04911 -5.52106 1.45195
C 1.44066 -4.80011 0.34786
C 1.21447 -3.42846 0.32934
N 0.62609 -2.79162 1.33421
C 0.21002 -3.48826 2.40862
C -0.47859 -2.74165 3.46494
N -0.70887 -1.42947 3.25071
C -1.29278 -0.71078 4.20113
C -1.70169 -1.25923 5.41126
C -1.50379 -2.60297 5.63101
C -0.88040 -3.36679 4.64324
C -0.63861 -4.79288 4.76831
N -0.96737 -5.53817 5.80846
H 1.20659 -6.59097 1.51979
H 1.91460 -5.27781 -0.49761
H 1.50580 -2.82596 -0.52210
H -1.44623 0.33890 3.98660
H -2.17542 -0.63147 6.15274
H -1.81799 -3.08211 6.55012
C -2.14143 2.20387 1.90480
O -0.79261 1.69530 1.76486
C 0.15893 2.53062 1.38336
C 0.00610 3.89490 1.25799
C 1.10048 4.65340 0.87444
Br 0.91398 6.49536 0.69932
C 2.35440 4.07134 0.61047
C 2.53347 2.71858 0.72117
C 1.42671 1.88204 1.10193
O 1.53412 0.62725 1.17280
C 3.83013 2.11638 0.42862
N 4.10855 0.81576 0.46981
C 5.44037 0.59640 0.12733
C 6.19916 -0.56337 0.02826
C 7.51620 -0.40159 -0.34690
C 8.05920 0.86876 -0.61371
C 7.30408 2.01790 -0.51365
C 5.97834 1.84925 -0.13624
N 4.94302 2.76141 0.06552
H -2.19170 2.90075 2.73949
H -2.76178 1.33575 2.10081
H -2.44359 2.67580 0.97332
H -0.94184 4.37985 1.43078
H 3.16569 4.72263 0.31397
H 3.40001 0.14798 0.74386
H 5.78282 -1.54141 0.23425
H 8.14990 -1.27369 -0.43931
H 9.09832 0.94631 -0.90510
H 7.72648 2.99296 -0.71981
H 5.02370 3.75792 -0.04900
O -1.80388 -2.26902 -0.22981
C -1.96012 -1.23142 -0.88997
N -2.62836 -1.01659 -2.03108
C -2.59374 0.40297 -2.42114
C -1.71625 0.97823 -1.26984
O -1.38191 2.13799 -1.13254
N -1.36194 -0.06130 -0.45813
C -4.00830 0.97584 -2.43353
C -4.53438 1.68678 -1.36292
C -5.85381 2.12361 -1.38952
C -6.65651 1.84810 -2.48429
C -6.13676 1.13665 -3.55820
C -4.81843 0.70777 -3.53440
C -1.86148 0.62837 -3.74217
C -1.80239 1.91747 -4.26261
C -1.14049 2.15729 -5.45579
C -0.53647 1.11238 -6.14491
C -0.59346 -0.17089 -5.62977
C -1.25201 -0.41262 -4.42765
H -3.28374 -1.67749 -2.41502
H -3.91423 1.91633 -0.50516
H -6.25339 2.68462 -0.55363
H -7.68268 2.19324 -2.50605
H -6.75638 0.92312 -4.41970
H -4.40780 0.17716 -4.38729
H -2.28630 2.73014 -3.73380
H -1.10857 3.16166 -5.85971
H -0.03362 1.29889 -7.08532
H -0.13580 -0.99221 -6.16737
H -1.29441 -1.42043 -4.03286
*
```

* LUMO (alpha / beta): -5.712 / -8.030 eV
* E_HOMO (alpha / beta): -0.4655 / -0.4663 Eh
* orbital gap (alpha / beta): 6.956 / 4.658 eV
* F_max: 0.55 eV/Å
* energy: -5394.30516 hartree


2.
Entry from the Open Molecules 2025 dataset: a structure of composition C4H7F in a non-equilibrium geometry (wB97M-V/def2-TZVPD).

The geometry in ORCA input format:
```
! wB97M-V def2-TZVPD RIJCOSX def2/J DEFGRID3
* xyz 0 1
C 0.33964 -0.17599 -0.56639
C -1.04899 0.37407 0.08105
C -0.15241 1.05763 1.20497
C 0.59441 -0.30295 1.04663
H 1.03970 0.53485 -0.75933
H -1.82971 -0.33480 0.28853
H -1.19654 1.22278 -0.75434
H -0.64822 1.54196 2.12427
H 0.59721 1.86481 0.82783
H -0.10199 -1.15687 1.10076
H 1.62311 -0.25018 1.35923
F 0.23561 -1.01545 -1.64273
*
```

* LUMO: 1.158 eV
* E_HOMO: -0.3414 Eh
* orbital gap: 10.449 eV
* F_max: 8.49 eV/Å
* energy: -256.33761 hartree


Q: Among the records above, which one has the highest energy?
A: C4H7F


Q: What is the formula in the first record?
A: C41H28BrIrN8O4S